(1)
DFT (ωB97M-V/def2-TZVPD) results for a molecular structure, C41H36BIN8O2RuS.

The geometry in ORCA input format:
```
! RIJCOSX wB97M-V def2-TZVPD def2/J DEFGRID3
* xyz 1 2
H 4.12 -1.44 -2.81
H 3.24 4.93 1.72
H -0.08 4.06 4.48
H 3.56 2.76 4.40
H -3.99 1.46 -2.47
H -2.17 1.99 -0.91
H -0.64 -5.18 -2.60
C 2.02 3.93 -1.16
C 1.26 0.67 -2.98
C -3.15 1.10 0.78
H 5.77 -4.02 0.19
H 0.76 -3.52 -1.66
C -2.00 -5.08 -0.94
C 1.35 2.04 -2.78
H -2.65 -1.44 -2.79
S 1.16 -2.41 0.79
H 1.05 -0.93 -4.38
N -0.03 -3.85 -1.12
H 2.71 6.03 0.44
C -5.32 0.15 0.35
C -2.21 -4.40 0.33
H 1.31 -0.02 -2.15
C -5.05 -3.45 -1.45
C 1.12 0.14 -4.26
H 0.02 2.50 5.30
H -6.02 0.29 -1.67
C 1.99 4.05 0.22
N 1.48 2.91 0.73
H 3.14 -0.04 -1.05
C -4.29 0.45 1.24
C -3.28 -2.98 0.17
H 2.39 4.66 -1.86
Ru 0.29 0.33 0.29
H 1.15 3.02 -6.03
C 1.52 2.66 -1.45
O -1.26 -0.99 0.80
H -3.24 -2.59 1.19
C -4.57 -3.52 -0.17
C 4.62 -2.36 0.90
C 3.68 -0.94 -0.78
H -3.21 2.13 3.54
H 1.36 3.95 -3.77
C -5.21 0.51 -0.99
N 1.20 2.05 -0.30
C -4.08 1.16 -1.44
C 3.25 -0.41 1.60
C 3.11 0.95 3.34
H -5.11 -4.06 0.60
C -0.09 -3.47 0.20
C 3.32 1.72 4.61
C 5.18 -3.16 -0.08
H -4.38 0.18 2.28
C -1.03 2.44 3.43
H 1.59 5.53 1.71
H -2.75 -5.02 1.04
H 4.77 -2.61 1.94
H -6.21 -0.36 0.71
H 4.14 1.28 5.17
C -2.10 1.49 1.74
I -6.86 -4.30 -1.96
C 2.40 5.20 1.07
C 1.31 2.88 -3.90
H -1.51 3.38 5.27
C -0.62 3.14 4.69
N -1.06 -3.87 0.97
H -2.71 -5.80 -1.32
H 5.43 -3.47 -2.19
C 4.24 -1.72 -1.77
C 3.84 -1.27 0.56
H -4.65 -2.75 -3.44
C -4.30 -2.77 -2.42
C -2.71 -2.08 -0.77
B 1.32 2.50 2.24
C 1.18 2.36 -5.17
C 1.09 0.99 -5.36
C -1.57 -1.20 -0.41
O -0.89 -0.62 -1.29
C -0.90 -4.76 -1.64
N 2.18 0.39 1.39
N -0.79 1.56 1.42
C -3.04 1.45 -0.56
H 2.43 1.70 5.24
H 1.67 3.40 2.95
N 2.16 1.26 2.45
C -3.16 -2.05 -2.06
C 3.80 -0.14 2.85
N -0.16 2.17 2.46
C 4.98 -2.85 -1.42
H 4.67 -0.60 3.28
H 0.99 0.57 -6.36
C -2.28 2.01 3.01
*
```

For the orbital gap (alpha / beta), the calculation gives 5.412 / 5.373 eV. For the lowest unoccupied orbital energy (alpha / beta), the calculation gives -4.6 / -4.6 eV. Its electronic energy is -81307.121 eV. The energy relative to the best compared isomer or geometry (same formula, charge and spin) is 21.1 kcal/mol. For the HOMO energy (alpha / beta), the calculation gives -10.036 / -10.005 eV.


(2)
DFT (ωB97M-V/def2-TZVPD) results for a molecular structure, C42H42CrO2P2.

The geometry in ORCA input format:
```
! RIJCOSX wB97M-V def2-TZVPD def2/J DEFGRID3
* xyz 0 5
C -1.37 3.97 2.92
H -1.81 5.48 4.43
P -1.01 1.86 1.08
C 2.48 3.03 -0.87
H 2.53 1.75 -4.74
H 2.07 -3.22 -1.79
H -2.90 0.86 1.88
C -0.94 2.66 2.70
H 1.22 3.39 -4.01
H 4.99 0.96 -1.82
H -1.17 4.03 6.36
H 1.18 2.32 1.32
H -0.07 0.88 3.61
C -3.33 -3.81 1.15
Cr 1.21 1.48 -1.29
C -3.11 2.49 -0.60
C 0.59 -1.66 -1.78
H -3.56 -6.00 3.75
C -3.00 4.19 -2.30
H 4.20 -1.63 0.62
C -4.54 -4.10 0.49
H 4.43 2.88 0.03
H 4.49 3.14 -1.73
P 1.38 -1.14 -0.18
H 3.95 2.09 -3.75
H -1.72 4.59 2.11
C 2.85 1.99 -3.73
H 4.45 0.63 -0.15
H 2.41 0.27 1.51
C 1.46 0.21 0.91
H -1.45 -0.18 2.02
H -4.71 2.86 -2.00
H -2.36 -0.01 0.44
H 2.25 3.61 0.05
C 1.65 3.34 -2.01
O -2.73 -2.26 -0.49
H -4.80 -3.54 -0.42
C 3.93 2.62 -0.92
C 1.41 -3.51 1.33
H 1.60 -4.04 -4.06
H 5.26 -3.50 1.85
O -1.49 -2.38 1.44
C -0.53 2.39 5.07
C -3.00 -4.48 2.34
H 3.88 -5.39 2.78
H 0.83 4.05 -1.87
C -1.84 2.88 -0.14
H 1.81 0.14 -3.52
C -1.21 4.02 -0.67
H 3.18 -0.71 -1.56
H 2.81 4.14 -3.74
C -3.83 -5.49 2.84
C -1.40 4.48 4.23
C 2.19 -2.47 0.78
H -3.63 1.66 -0.12
C -2.44 -2.69 0.66
H -3.44 4.71 -3.17
H -0.30 4.39 -0.23
C -5.37 -5.10 1.00
H -1.22 5.45 -2.31
C 0.97 -3.27 -3.61
C -1.02 3.69 5.32
C -2.04 0.48 1.36
C -0.77 -1.63 -3.82
H -5.66 -6.61 2.52
C 3.59 -2.45 1.02
C 4.17 -3.50 1.73
C 1.23 -2.79 -2.33
C 2.15 3.32 -3.43
H -0.32 -3.08 -5.35
C 2.02 -4.52 2.07
C -1.75 4.63 -1.81
C 0.68 1.45 0.87
H -0.48 0.12 -2.63
C -5.01 -5.81 2.15
C 3.41 -4.55 2.25
H -1.56 -1.14 -4.38
C -0.06 -2.71 -4.35
H -6.30 -5.32 0.48
H -2.08 -4.20 2.86
C -0.46 1.89 3.77
H 0.32 -3.50 1.18
C 2.32 0.87 -2.89
C 4.15 1.09 -1.11
C 2.93 0.38 -1.64
H 1.38 -5.31 2.46
C -3.70 3.16 -1.67
H -0.25 1.75 5.91
C -0.29 -0.98 -2.68
*
```

For the orbital gap (alpha / beta), the calculation gives 5.723 / 5.911 eV. For the lowest unoccupied orbital energy (alpha / beta), the calculation gives -0.3 / -0.6 eV. Its electronic energy is -95320.667 eV. The energy relative to the best compared isomer or geometry (same formula, charge and spin) is 67.7 kcal/mol. For the HOMO energy (alpha / beta), the calculation gives -5.974 / -6.518 eV.


(3)
DFT (ωB97M-V/def2-TZVPD) results for a molecular structure, C3H6NO.

The geometry in ORCA input format:
```
! RIJCOSX wB97M-V def2-TZVPD def2/J DEFGRID3
* xyz 1 1
H 1.53 0.14 1.02
H -0.07 1.77 -0.99
H -0.62 -0.85 1.83
H -1.29 0.71 1.19
C 0.58 0.03 0.39
H -0.58 -2.05 -0.43
O -0.42 -0.26 -1.42
C 0.43 0.77 -0.94
N -0.70 -0.17 1.13
H 1.35 0.90 -1.50
C -0.21 -0.99 -0.28
*
```

For the orbital gap, the calculation gives 12.479 eV. For the lowest unoccupied orbital energy, the calculation gives -3.7 eV. Its electronic energy is -6735.595 eV. The energy relative to the best compared isomer or geometry (same formula, charge and spin) is 54.9 kcal/mol. For the HOMO energy, the calculation gives -16.133 eV.


(4)
DFT (ωB97M-V/def2-TZVPD) results for C4H6O in the gas phase.

The geometry in ORCA input format:
```
! RIJCOSX wB97M-V def2-TZVPD def2/J DEFGRID3
* xyz 0 1
C -1.06 -1.34 0.60
C -0.04 0.34 -1.05
H -0.57 1.30 -1.03
H 0.26 -0.65 1.37
H 0.18 1.14 1.46
C 0.81 0.31 1.11
C -0.98 -0.75 -0.57
H -1.74 -1.14 -1.25
H 0.30 0.15 -2.07
H 1.75 0.26 1.67
O 1.11 0.38 -0.24
*
```

For the orbital gap, the calculation gives 10.211 eV. For the lowest unoccupied orbital energy, the calculation gives 0.1 eV. Its electronic energy is -6288.149 eV. The energy relative to the best compared isomer or geometry (same formula, charge and spin) is 86.9 kcal/mol. For the HOMO energy, the calculation gives -10.063 eV.


(5)
DFT (ωB97M-V/def2-TZVPD) results for a molecular structure, C9H16Cl2I2N.

The geometry in ORCA input format:
```
! RIJCOSX wB97M-V def2-TZVPD def2/J DEFGRID3
* xyz -1 1
C -3.10 0.64 -0.09
C 0.69 0.41 1.59
H 1.04 1.09 2.37
C -0.54 -1.50 -3.08
H 1.30 -2.59 -2.77
C 0.46 -0.97 2.22
H 0.63 -2.72 -4.40
H 2.45 -0.63 0.77
C -1.42 1.30 1.61
I -1.04 2.21 3.55
C 1.91 0.31 0.62
H -1.01 -0.87 -3.84
N -0.45 0.90 0.84
Cl -0.39 -0.56 -1.58
C 0.78 -2.04 -3.56
H -1.21 -2.34 -2.87
H 3.49 1.33 1.67
H 3.38 1.80 -0.06
H 0.73 -1.75 1.52
H 2.21 2.37 1.14
H 1.54 0.39 -0.38
C -2.70 1.22 1.22
H 1.15 -1.09 3.06
H -4.07 0.16 0.04
Cl 1.87 -0.75 -4.13
H -3.21 1.42 -0.84
H -2.38 -0.11 -0.38
I -4.36 1.94 2.34
C 2.82 1.54 0.83
H -0.55 -1.12 2.59
*
```

For the orbital gap, the calculation gives 5.601 eV. For the lowest unoccupied orbital energy, the calculation gives 2.7 eV. Its electronic energy is -52328.877 eV. The energy relative to the best compared isomer or geometry (same formula, charge and spin) is 14.4 kcal/mol. For the HOMO energy, the calculation gives -2.880 eV.


(6)
DFT (ωB97M-V/def2-TZVPD) results for C10H9F2N2O5P in the gas phase.

The geometry in ORCA input format:
```
! RIJCOSX wB97M-V def2-TZVPD def2/J DEFGRID3
* xyz 0 1
C -0.54 -0.23 2.44
C -3.60 0.41 0.94
O 2.74 0.03 -2.45
H 1.97 0.03 1.56
H 0.64 0.00 -1.18
C -1.24 0.84 0.63
N -1.82 -0.30 2.53
C -3.86 0.95 -0.30
O 1.75 -2.51 -1.86
P 1.79 -1.89 -0.45
C -2.84 1.52 -1.06
C 2.67 0.39 -1.30
C 1.52 -0.13 -0.54
O 3.11 -2.16 0.10
O 0.73 -2.59 0.47
F -5.12 0.97 -0.75
H 0.10 -0.67 3.22
H 1.51 1.58 0.80
H -4.34 -0.05 1.59
H 2.47 -2.06 -2.33
C -1.52 1.53 -0.57
C -2.28 0.31 1.40
F -3.17 1.99 -2.29
H -0.73 1.96 -1.15
H 4.22 1.38 -1.39
C 1.29 0.50 0.84
H 1.10 -3.51 0.49
N -0.10 0.45 1.30
O 3.53 1.25 -0.71
*
```

For the orbital gap, the calculation gives 9.262 eV. For the lowest unoccupied orbital energy, the calculation gives 0.2 eV. The structure (SMILES) is O=C(O)[C@H](Cn1cnc2cc(F)c(F)cc21)P(=O)(O)O. Its electronic energy is -38459.962 eV. The energy relative to the best compared isomer or geometry (same formula, charge and spin) is 0.0 kcal/mol. For the HOMO energy, the calculation gives -9.033 eV.


(7)
DFT (ωB97M-V/def2-TZVPD) results for C7HBrF6O in the gas phase.

The geometry in ORCA input format:
```
! RIJCOSX wB97M-V def2-TZVPD def2/J DEFGRID3
* xyz 0 1
O -3.00 -0.29 -0.95
C 0.73 2.63 -0.22
F 2.44 -0.49 0.69
F 0.39 -0.65 -1.51
C 1.52 0.37 0.28
F -1.80 0.89 -2.37
F -1.49 3.10 -0.80
H -0.03 -1.13 0.38
F 1.11 3.89 -0.40
Br -1.78 0.72 1.65
C 1.75 1.69 0.22
F 2.92 2.21 0.58
C -2.07 0.40 -1.15
C -0.54 2.24 -0.42
C -1.02 0.86 -0.16
C 0.25 -0.25 -0.21
*
```

For the orbital gap, the calculation gives 8.942 eV. For the lowest unoccupied orbital energy, the calculation gives -0.8 eV. The structure (SMILES) is O=C(F)[C@]1(Br)C(F)=C(F)C(F)=C(F)[C@@H]1F. Its electronic energy is -95668.214 eV. The energy relative to the best compared isomer or geometry (same formula, charge and spin) is 0.0 kcal/mol. For the HOMO energy, the calculation gives -9.720 eV.


(8)
DFT (ωB97M-V/def2-TZVPD) results for 2 unconnected molecules or ions with the total composition C6H18O3PSi.

The geometry in ORCA input format:
```
! RIJCOSX wB97M-V def2-TZVPD def2/J DEFGRID3
* xyz 1 1
H -3.89 1.54 -1.55
H 4.89 1.93 0.67
P -2.10 1.04 -0.28
C -1.63 -1.81 1.29
O -2.41 1.34 1.27
H 3.16 2.05 -1.04
O -3.29 1.95 -0.94
C 3.88 2.06 1.05
H 2.38 -1.06 -0.51
H -2.35 -1.29 1.92
H 2.06 -1.94 -2.01
H 0.46 -0.06 -1.77
H 3.84 3.04 1.54
H 1.54 -2.61 -0.47
H -0.38 -1.60 -1.72
H -1.12 2.93 -0.82
H -1.06 -2.47 1.95
C 1.66 -1.69 -1.03
H 1.84 1.89 0.24
H -3.09 -3.28 0.72
Si -0.43 -0.50 0.53
O -0.87 2.03 -0.60
H -3.02 2.07 1.43
H 3.66 1.34 1.84
H -1.67 -3.28 -0.31
H -2.89 -2.00 -0.47
C 2.88 1.99 0.00
C -2.36 -2.64 0.24
C 0.32 -0.96 -1.18
*
```

For the orbital gap (alpha / beta), the calculation gives 4.566 / 7.724 eV. For the lowest unoccupied orbital energy (alpha / beta), the calculation gives -5.9 / -4.9 eV. Its electronic energy is -29814.671 eV. The energy relative to the best compared isomer or geometry (same formula, charge and spin) is 32.7 kcal/mol. For the HOMO energy (alpha / beta), the calculation gives -10.491 / -12.633 eV.


(9)
DFT (ωB97M-V/def2-TZVPD) results for 2 unconnected molecules or ions with the total composition C5H13NO.

The geometry in ORCA input format:
```
! RIJCOSX wB97M-V def2-TZVPD def2/J DEFGRID3
* xyz 0 1
C -1.02 -0.72 -2.07
H 0.66 2.47 5.08
H 1.93 -0.61 0.90
C 0.18 -0.59 -1.08
H -1.62 1.02 -0.85
C -2.08 0.39 -1.71
N 1.35 -1.47 0.73
C 0.18 -1.41 -0.05
O 0.70 2.06 5.97
H -0.56 -0.58 -3.12
H -2.09 1.12 -2.46
H 2.05 -0.39 -1.62
H 1.01 0.89 -2.43
C 1.20 0.36 -1.47
H 0.27 2.52 6.61
H -3.16 0.00 -1.33
H -1.56 -1.62 -1.98
H 1.71 0.85 -0.65
H -0.48 -2.23 0.04
H 1.36 -2.08 1.47
*
```

For the orbital gap, the calculation gives 8.269 eV. For the lowest unoccupied orbital energy, the calculation gives 0.8 eV. The structure (SMILES) is CC/C(C)=C/N.O. Its electronic energy is -8931.262 eV. The energy relative to the best compared isomer or geometry (same formula, charge and spin) is 63.4 kcal/mol. For the HOMO energy, the calculation gives -7.482 eV.


(10)
DFT (ωB97M-V/def2-TZVPD) results for a molecular structure, C19H17Cl2CsF6N3O2Sb.

The geometry in ORCA input format:
```
! RIJCOSX wB97M-V def2-TZVPD def2/J DEFGRID3
* xyz -1 2
C 4.71 -1.56 2.17
Cs 1.41 0.42 2.29
C -6.40 -1.21 1.52
H 4.89 -0.80 2.93
C 3.03 0.33 -4.81
H -4.71 -4.16 1.27
F 3.96 3.27 6.31
H -0.44 -0.28 -3.90
H 5.60 -2.22 1.98
H 4.46 -2.22 -3.07
C -0.96 0.32 -3.16
C -3.79 -2.25 1.40
C -2.20 2.10 -1.40
C 1.90 -0.01 -2.69
N -3.01 1.32 1.97
C -4.87 -3.12 1.41
H -3.94 1.86 -2.64
H 2.60 -1.63 -1.47
C 3.78 -1.39 -3.25
C -6.18 -2.60 1.47
F 5.41 3.44 3.97
C -2.92 1.54 -2.48
F 2.67 1.08 5.16
H -0.35 2.05 -0.28
H 4.75 -0.96 -5.12
O -1.72 -0.69 1.61
F 5.23 1.06 5.53
H -7.02 -3.26 1.47
H -7.43 -0.86 1.47
O -1.96 1.93 2.07
H -2.73 -2.58 1.24
H -2.85 0.31 -4.24
F 2.76 3.34 3.79
C -0.20 0.82 -2.06
C -5.34 -0.29 1.60
Cl 3.38 -2.61 2.70
C 2.78 -1.07 -2.38
F 4.19 1.25 2.93
H -5.55 0.79 1.52
H 3.12 0.90 -5.74
C -0.90 1.70 -1.16
C -4.02 -0.84 1.57
C 3.96 -0.67 -4.47
N 1.03 0.42 -1.75
Sb 4.08 2.28 4.66
H 1.29 1.43 -4.23
N -2.84 -0.14 1.70
Cl 4.30 -0.73 0.67
C -2.28 0.67 -3.36
H -2.70 2.86 -0.75
C 2.01 0.65 -3.96
*
```

For the orbital gap (alpha / beta), the calculation gives 5.613 / 3.970 eV. For the lowest unoccupied orbital energy (alpha / beta), the calculation gives 1.9 / 0.3 eV. Its electronic energy is -76982.063 eV. The energy relative to the best compared isomer or geometry (same formula, charge and spin) is 0.0 kcal/mol. For the HOMO energy (alpha / beta), the calculation gives -3.675 / -3.664 eV.


(11)
DFT (ωB97M-V/def2-TZVPD) results for 8 unconnected molecules or ions with the total composition C3H20N2O9.

The geometry in ORCA input format:
```
! RIJCOSX wB97M-V def2-TZVPD def2/J DEFGRID3
* xyz 1 2
O -2.66 2.35 -0.96
O 1.97 2.07 -0.34
O 0.02 -0.22 -3.23
O -2.37 1.38 1.81
H -3.24 -0.88 -2.41
H 0.75 -2.90 -0.47
O 2.62 0.53 -2.80
H -2.09 -1.10 1.72
H 2.95 0.06 -0.53
O 2.72 0.95 3.16
H -0.85 1.62 3.15
C -1.28 1.16 2.24
N -1.09 -1.09 1.49
H -0.84 0.21 -3.15
O -2.56 -0.40 -1.92
N 0.43 -2.05 -0.01
H -0.14 -1.07 -3.66
H 1.93 1.84 -1.29
H 1.22 2.68 -0.34
H -2.71 1.38 -0.99
H 3.04 0.05 3.31
H 2.95 1.13 2.24
H 1.73 0.11 -2.75
H 2.49 1.21 -3.47
H -2.23 2.65 -0.16
C -0.69 -2.18 0.71
O 2.94 -0.61 0.17
H 1.20 -1.42 0.24
O -1.43 -3.16 0.68
C -0.33 0.15 1.55
H 3.87 -0.76 0.38
H 0.09 0.37 0.56
H 0.45 -0.11 2.28
H -2.06 -1.08 -1.47
*
```

For the orbital gap (alpha / beta), the calculation gives 10.072 / 5.097 eV. For the lowest unoccupied orbital energy (alpha / beta), the calculation gives -3.9 / -8.8 eV. Its electronic energy is -24834.778 eV. For the HOMO energy (alpha / beta), the calculation gives -13.943 / -13.942 eV.